Entry 1:
Here is a gas-phase ion, C5H11N2O (charge +1) from the Open Molecules 2025 dataset. Energies are from ωB97M-V/def2-TZVPD.

Each line ends with the natural charge from an NBO analysis.
Cartesian coordinates (Å):
N -0.332 0.182 -0.121  -0.2396
H -0.492 2.324 0.796  0.2552
H -1.926 1.482 0.831  0.2551
H -1.596 -0.509 -1.678  0.2262
H -1.266 2.072 -0.639  0.2346
N 1.860 -0.908 -0.364  -0.6298
C 0.768 0.386 -0.994  -0.0443
H -0.608 -1.140 1.632  0.2809
H -2.232 -1.045 -0.199  0.2507
H 1.262 1.276 -0.793  0.2182
O 2.078 -1.706 1.822  -0.5052
C -0.987 1.556 0.266  -0.4355
H 2.721 -0.774 -0.945  0.4480
H 0.728 0.303 -2.087  0.2579
C -1.331 -0.804 -0.744  -0.3834
C 1.501 -1.106 0.950  0.6278
H 0.387 0.483 1.816  0.2594
H -0.707 -1.678 -0.725  0.2360
C 0.174 -0.392 1.177  -0.3123

Output
* charge: +1
* spin multiplicity: 1
* E_tot: -381.5249 Ha
* ΔE to the lowest compared entry with this formula, charge and spin: 87.2 kcal per mole
* LUMO level: -0.1169 Eh
* orbital gap: 11.0 eV

***

Entry 2:
Here is a gas-phase ion, C5H11N2O (charge +1) from the Open Molecules 2025 dataset. Energies are from ωB97M-V/def2-TZVPD.

Each line ends with the natural charge from an NBO analysis.
Cartesian coordinates (Å):
C 0.296 1.221 -0.602  -0.4100
H -0.683 -1.617 0.804  0.4559
H 0.154 -2.807 -1.404  0.3855
H 0.424 2.098 2.477  0.1582
H -1.638 1.830 0.295  0.2330
H -0.412 2.984 0.382  0.2565
H -1.602 -1.356 -0.605  0.4271
H -0.005 1.465 -1.623  0.2446
C -0.238 1.478 1.865  0.4547
O -0.810 0.527 2.361  -0.5563
H -1.624 -0.417 0.739  0.4766
H 2.131 -0.658 -1.133  0.2281
C -0.576 1.896 0.456  -0.5396
H 1.358 1.364 -0.415  0.2411
C 1.187 -1.145 -0.889  0.0477
C 0.191 -0.319 -0.530  0.0008
H 1.798 -3.116 -1.252  0.4222
N -0.995 -0.932 0.102  -0.7164
N 1.041 -2.497 -1.027  -0.8097

Output
* charge: +1
* spin multiplicity: 1
* E_tot: -381.5860 Ha
* ΔE to the lowest compared entry with this formula, charge and spin: 48.9 kcal per mole
* LUMO level: -0.1225 Eh
* orbital gap: 9.6 eV

***

Entry 3:
Here is a gas-phase ion, C5H11N2O2 (charge +1) from the Open Molecules 2025 dataset. Energies are from ωB97M-V/def2-TZVPD.

Each line ends with the natural charge from an NBO analysis.
Cartesian coordinates (Å):
O -2.190 -1.432 0.254  -0.5208
H 2.076 -1.982 0.076  0.2609
N 0.075 -1.647 -0.353  -0.6446
O -1.763 1.265 0.843  -0.7285
H 1.679 -0.533 -1.100  0.1997
C -0.856 1.061 -1.441  -0.6621
N 0.461 0.925 0.724  -0.5611
H 0.036 1.471 1.497  0.4776
H 1.100 -0.545 2.111  0.2548
H 2.467 0.099 1.179  0.2573
C -1.103 -0.990 -0.027  0.6553
H -2.282 0.609 1.389  0.5219
C 1.378 -1.167 -0.191  -0.2223
H -0.008 -2.630 -0.658  0.4366
H 0.659 1.661 0.050  0.4435
H -0.746 2.136 -1.552  0.2508
H 0.178 0.628 -1.811  0.2168
C -0.833 0.591 -0.050  0.3216
H -1.732 0.664 -2.004  0.2929
C 1.405 -0.186 1.063  -0.2503

Output
* charge: +1
* spin multiplicity: 1
* E_tot: -456.8270 Ha
* ΔE to the lowest compared entry with this formula, charge and spin: 31.0 kcal per mole
* LUMO level: -0.1149 Eh
* orbital gap: 11.3 eV

***

Entry 4:
Here is a gas-phase ion, C5H11N2O2S (charge -1) from the Open Molecules 2025 dataset. Energies are from ωB97M-V/def2-TZVPD.

Each line ends with the natural charge from an NBO analysis.
Cartesian coordinates (Å):
O 3.176 -0.439 0.832  -1.0503
H -1.702 0.783 -1.296  0.1580
H -0.036 0.155 -1.674  0.2433
H 2.787 1.594 -0.006  0.2363
C -0.994 0.088 1.319  -0.2362
C -0.810 0.148 -0.944  -0.2570
H -1.328 -2.104 1.253  0.2096
S 1.960 -0.703 0.038  1.5788
H -0.260 -0.271 2.114  0.2293
N -0.339 0.781 0.244  -0.3207
N 1.102 0.814 0.427  -0.5100
O 2.121 -0.699 -1.436  -1.0684
H -2.862 -1.323 0.621  0.2037
H -0.454 -2.032 -0.903  0.2215
C -1.255 -1.319 -0.670  -0.4182
H 1.453 1.967 -1.168  0.1615
H 1.436 2.842 0.324  0.1642
H -1.866 0.627 1.693  0.1738
H -2.083 -1.620 -1.398  0.1754
C 1.733 1.897 -0.182  -0.4305
C -1.778 -1.187 0.814  -0.4642

Output
* charge: -1
* spin multiplicity: 1
* E_tot: -855.2491 Ha
* ΔE to the lowest compared entry with this formula, charge and spin: 0.0 kcal per mole
* LUMO level: 0.1394 Eh
* orbital gap: 7.2 eV

***

Entry 5:
Here is C5H11N2P in the gas phase from the Open Molecules 2025 dataset. Energies are from ωB97M-V/def2-TZVPD.

Each line ends with the natural charge from an NBO analysis.
Cartesian coordinates (Å):
P 0.080 -0.652 -2.496  -0.0301
N 1.194 -0.239 -0.045  -0.4668
H -0.751 -1.325 1.474  0.1868
H 2.584 1.255 0.013  0.1901
N -1.005 0.154 0.040  -0.4521
H 3.111 -0.537 -0.204  0.2092
H -1.323 -0.512 -2.381  -0.0621
H -2.870 -0.681 -0.106  0.1930
H -2.776 1.171 0.093  0.2053
C 0.037 -0.052 -0.795  0.2004
C -0.612 -0.288 1.368  -0.2085
H -2.497 0.403 -1.494  0.2398
C 2.485 0.263 -0.520  -0.4067
C -2.352 0.284 -0.410  -0.4057
H 1.125 1.012 1.697  0.1653
H -1.114 0.355 2.172  0.2099
H 2.464 0.329 -1.634  0.2359
H 1.315 -0.880 1.943  0.2036
C 0.903 -0.063 1.286  -0.2075

Output
* spin multiplicity: 1
* E_tot: -647.8925 Ha
* ΔE to the lowest compared entry with this formula, charge and spin: 41.8 kcal per mole
* LUMO level: 0.0299 Eh
* orbital gap: 7.7 eV

***

Entry 6:
Here is a gas-phase ion, C5H11N2S (charge +1) from the Open Molecules 2025 dataset. Energies are from ωB97M-V/def2-TZVPD.

Each line ends with the natural charge from an NBO analysis.
Cartesian coordinates (Å):
H -0.100 1.955 -2.738  0.2345
H -1.379 -1.820 -0.208  0.2351
H -1.871 0.136 -0.970  0.2643
H -0.232 2.786 -1.061  0.2503
H -0.828 -0.169 -2.525  0.2396
C 1.055 0.401 -0.177  0.3879
H 0.257 -0.584 4.039  0.2577
N 0.313 0.778 -1.161  -0.2892
H -0.565 -1.935 3.103  0.2432
H 1.262 2.499 -1.804  0.2362
C 0.252 2.082 -1.776  -0.4191
H 1.851 0.881 0.262  0.2408
S -0.361 -0.012 1.840  0.4576
H 1.191 -1.452 2.839  0.2536
C 0.167 -1.119 3.090  -0.7779
H 0.043 -2.108 -1.226  0.2347
C -0.872 -0.067 -1.481  -0.2560
C -0.494 -1.342 -0.617  -0.2547
N 0.310 -0.911 0.570  -0.5387

Output
* charge: +1
* spin multiplicity: 1
* E_tot: -704.4644 Ha
* ΔE to the lowest compared entry with this formula, charge and spin: 79.2 kcal per mole
* LUMO level (spin up / spin down): -0.1643 / -0.1644 Eh
* orbital gap (spin up / spin down): 8.6 / 8.6 eV

***

Entry 7:
Here is a molecular structure, C5H11N2S from the Open Molecules 2025 dataset. Energies are from ωB97M-V/def2-TZVPD.

Each line ends with the natural charge from an NBO analysis.
Cartesian coordinates (Å):
C 2.803 1.471 0.038  -0.7500
H -1.369 -0.677 1.093  0.4199
H -0.818 -2.985 1.244  0.3940
C -0.528 -1.767 -0.382  0.1588
H -1.227 0.488 -1.609  0.2200
H -0.273 -3.764 -0.150  0.4144
H -1.412 2.575 -0.308  0.2584
N -0.751 -2.967 0.239  -0.7975
C -1.812 1.685 0.175  -0.6852
H -1.501 1.668 1.219  0.2302
H -0.417 -1.816 -1.457  0.2260
N -1.157 -0.661 0.097  -0.4658
H 3.807 1.227 0.398  0.2432
C 1.929 0.337 -0.001  -0.1650
H -2.903 1.781 0.157  0.2558
C -1.380 0.468 -0.543  0.1340
H 2.881 1.885 -0.970  0.2866
S 1.758 -1.205 0.097  0.3513
H 2.370 2.256 0.664  0.2712

Output
* charge: +1
* spin multiplicity: 1
* E_tot: -704.4555 Ha
* ΔE to the lowest compared entry with this formula, charge and spin: 84.8 kcal per mole
* LUMO level (spin up / spin down): -0.1541 / -0.1451 Eh
* orbital gap (spin up / spin down): 6.7 / 7.1 eV

***

Entry 8:
Here is a molecular structure, C5H11N2S from the Open Molecules 2025 dataset. Energies are from ωB97M-V/def2-TZVPD.

Each line ends with the natural charge from an NBO analysis.
Cartesian coordinates (Å):
C 0.181 -0.538 0.260  -0.0019
N -0.864 -0.596 1.071  -0.5397
N 1.019 0.391 0.710  -0.3191
H -1.047 1.961 -1.480  0.0413
H 1.231 1.348 2.587  0.2555
H -1.761 -1.038 1.065  0.4474
S 0.165 -1.348 -1.261  0.5646
H -1.786 -0.320 -2.257  0.2547
C 0.639 0.679 2.010  0.0155
H 2.292 1.559 -0.517  0.2324
H 3.042 0.559 0.554  0.2243
H -2.217 -1.843 -1.307  0.2386
H -0.649 1.707 -0.790  -0.0423
C -0.606 0.172 2.143  0.0481
H 2.180 -0.194 -0.782  0.2208
C -1.526 -1.414 -2.031  -0.7638
H -1.190 0.181 3.056  0.2574
H -1.333 -1.861 -2.977  0.2620
C 2.229 0.595 -0.052  -0.3958

Output
* ⟨S²⟩: 2.0088
* charge: +1
* spin multiplicity: 3
* E_tot: -704.3651 Ha
* ΔE to the lowest compared entry with this formula, charge and spin: 35.3 kcal per mole
* LUMO level (spin up / spin down): -0.0979 / -0.2724 Eh
* orbital gap (spin up / spin down): 6.7 / 6.5 eV

***

Q: What is the formula in the first record?
A: C5H11N2O

***

Repeat the eighth record exactly.
Here is a molecular structure, C5H11N2S from the Open Molecules 2025 dataset. Energies are from ωB97M-V/def2-TZVPD.

Each line ends with the natural charge from an NBO analysis.
Cartesian coordinates (Å):
C 0.181 -0.538 0.260  -0.0019
N -0.864 -0.596 1.071  -0.5397
N 1.019 0.391 0.710  -0.3191
H -1.047 1.961 -1.480  0.0413
H 1.231 1.348 2.587  0.2555
H -1.761 -1.038 1.065  0.4474
S 0.165 -1.348 -1.261  0.5646
H -1.786 -0.320 -2.257  0.2547
C 0.639 0.679 2.010  0.0155
H 2.292 1.559 -0.517  0.2324
H 3.042 0.559 0.554  0.2243
H -2.217 -1.843 -1.307  0.2386
H -0.649 1.707 -0.790  -0.0423
C -0.606 0.172 2.143  0.0481
H 2.180 -0.194 -0.782  0.2208
C -1.526 -1.414 -2.031  -0.7638
H -1.190 0.181 3.056  0.2574
H -1.333 -1.861 -2.977  0.2620
C 2.229 0.595 -0.052  -0.3958

Output
* ⟨S²⟩: 2.0088
* charge: +1
* spin multiplicity: 3
* E_tot: -704.3651 Ha
* ΔE to the lowest compared entry with this formula, charge and spin: 35.3 kcal per mole
* LUMO level (spin up / spin down): -0.0979 / -0.2724 Eh
* orbital gap (spin up / spin down): 6.7 / 6.5 eV